H4O3SSi | the ωB97M-V functional and the def2-TZVPD basis

Results
* SMILES string: O[Si](O)=S.O
* calculated total energy: -24923.0275 eV
* gap between HOMO and LUMO: 8.69 eV
* E_HOMO: -0.321 hartree
* multiplicity: 1

Structure (XYZ):
```
9
Properties=species:S:1:pos:R:3:forces:R:3
O -0.402228 0.342244 -0.285853 -0.849 0.259 -0.588
O 0.393707 2.868741 -0.206827 -1.285 -0.166 -2.023
O -0.204828 -2.354598 -0.273889 0.367 1.741 1.613
Si 0.457440 1.425077 0.518254 1.515 -1.326 2.341
S 1.487905 0.830859 2.151442 -0.933 1.005 -1.507
H -0.486656 -0.588892 0.001920 0.711 0.508 -0.358
H -0.134287 2.866111 -1.075491 1.137 0.082 1.900
H -1.068966 -2.419713 0.123212 -0.417 -0.905 -0.226
H -0.042086 -2.969829 -0.952769 -0.246 -1.199 -1.151
```
Forces are in eV/Å.